[1]
# C7H10

An isolated molecule of C7H10 (ωB97M-V/def2-TZVPD, the Open Molecules 2025 dataset).

Cartesian coordinates (Å):
C 0.9627 1.3091 -0.5014
C 2.1953 1.7389 0.1345
C 0.9563 -0.8810 0.6050
C 0.3712 0.1530 -0.2082
C -0.3249 -1.0036 -0.7014
C -1.6633 -1.3108 -0.1017
C -2.3075 -0.1142 0.5398
H 0.6910 2.1422 -1.1449
H 2.3839 2.5627 0.8100
H 3.0985 1.1199 -0.0016
H 0.5747 -0.7917 1.6397
H 1.5329 -1.7861 0.4640
H 0.0202 -1.0666 -1.7481
H -2.0802 -2.0529 -0.7449
H -3.3311 -0.2138 0.8980
H -1.8260 0.3126 1.4524
H -2.1524 0.7738 -0.1561

The calculation puts the orbital gap at 4.7 eV. The energy relative to the best compared isomer or geometry (same formula, charge and spin) comes out at 860.6 kJ/mol. The calculation puts the LUMO energy at -1.36 eV.

natural (NBO) atomic charge list, values in e, 2 entries: C -0.235; C -0.467

---

[2]
# C59H61AsKN4O5P3Si

A structure of composition C59H61AsKN4O5P3Si (ωB97M-V/def2-TZVPD, the Open Molecules 2025 dataset).

Cartesian coordinates (Å):
K 0.4602 0.5191 -0.6204
C -2.6784 3.0455 0.2916
P -0.8572 3.2423 -0.0181
C -0.9683 4.5688 -1.2892
C -0.4321 4.3189 1.4430
C 1.0288 4.7984 1.2725
P 2.2348 3.3888 1.1370
C 2.7729 3.3471 2.9199
C 3.6873 4.2732 0.4463
H -3.1805 2.8383 -0.6574
H -3.1064 3.9579 0.7197
H -2.8735 2.2161 0.9716
H -1.4622 5.4580 -0.8827
H -1.5483 4.1782 -2.1276
H 0.0192 4.8266 -1.6756
H -0.5318 3.7168 2.3550
H -1.1164 5.1692 1.5326
H 1.3547 5.4502 2.0886
H 1.1157 5.3718 0.3455
H 3.0520 4.3403 3.2860
H 3.6267 2.6752 3.0358
H 1.9582 2.9669 3.5459
H 3.8850 5.2135 0.9722
H 3.4901 4.4663 -0.6115
H 4.5732 3.6373 0.5009
O -4.6977 -0.4895 -4.2186
C -3.8732 -0.2460 -3.3602
C -3.3138 -1.2002 -2.3338
O -3.7958 -2.2878 -2.0047
C -2.0923 -0.5851 -1.8179
C -1.9557 0.7636 -2.3051
O -1.0125 1.5384 -2.0592
C -3.1637 1.0780 -3.1226
O -3.5276 2.1772 -3.5030
O -1.2866 -1.1562 -1.0199
N 6.6843 -1.9401 -2.3075
C 5.5900 -1.7958 -2.6234
C 4.1759 -1.6395 -2.9788
C 3.5892 -2.5114 -3.8738
C 2.2335 -2.3846 -4.1314
C 1.5330 -1.3969 -3.4552
N 2.1028 -0.5475 -2.6103
C 3.4115 -0.6546 -2.3832
H 4.1854 -3.2729 -4.3598
H 1.7258 -3.0365 -4.8276
H 0.4608 -1.2771 -3.5911
H 3.8594 0.0691 -1.7096
C 5.2906 -2.7739 1.6270
N 4.1698 -1.8516 1.6397
C 3.9796 -0.7925 2.5033
C 2.8274 -0.1904 2.0956
N 2.3025 -0.8463 0.9995
C 3.1342 -1.8308 0.7696
H 5.7652 -2.7549 2.6049
H 6.0255 -2.5050 0.8661
H 4.9319 -3.7845 1.4390
H 4.6691 -0.5792 3.3032
H 2.3437 0.6760 2.5174
H 3.0320 -2.5745 -0.0107
C -3.2761 -1.4804 1.3232
C -3.8037 -2.3080 2.4803
As -5.1439 -3.5215 1.7297
C -3.8775 -4.5933 0.6986
C -2.9877 -5.4936 1.2837
C -2.0840 -6.1931 0.4962
C -2.0443 -5.9781 -0.8780
C -2.9036 -5.0568 -1.4605
C -3.8249 -4.3712 -0.6751
C -5.3674 -4.7318 3.2527
C -5.0028 -4.3877 4.5510
C -5.1939 -5.2831 5.6028
C -5.7473 -6.5303 5.3674
C -6.1202 -6.8815 4.0733
C -5.9353 -5.9856 3.0295
P -1.7393 -0.4731 1.5406
C -0.6590 -1.8810 2.1312
C -0.3199 -2.8366 1.1607
C 0.4497 -3.9431 1.4889
C 0.9156 -4.1246 2.7862
C 0.5721 -3.1971 3.7607
C -0.2189 -2.0969 3.4369
C -2.0436 0.4512 3.1209
C -0.9549 0.9805 3.8251
C -1.1255 1.8870 4.8622
C -2.4022 2.3155 5.2095
C -3.4924 1.8361 4.4970
C -3.3120 0.9201 3.4637
H -4.0501 -0.8188 0.9220
H -3.0028 -2.1183 0.4786
H -4.2746 -1.7103 3.2625
H -3.0131 -2.9065 2.9417
H -2.9926 -5.6490 2.3575
H -1.3917 -6.8859 0.9611
H -1.3284 -6.5143 -1.4903
H -2.8513 -4.8524 -2.5221
H -4.4655 -3.6253 -1.1309
H -4.5573 -3.4229 4.7559
H -4.8966 -5.0001 6.6056
H -5.8877 -7.2282 6.1842
H -6.5514 -7.8560 3.8772
H -6.2249 -6.2718 2.0243
H -0.6730 -2.6939 0.1429
H 0.6835 -4.6705 0.7196
H 1.5231 -4.9868 3.0388
H 0.9081 -3.3302 4.7828
H -0.4913 -1.4047 4.2238
H 0.0528 0.6923 3.5400
H -0.2588 2.2770 5.3836
H -2.5422 3.0272 6.0142
H -4.4905 2.1852 4.7333
H -4.1772 0.5888 2.8989
C -0.2786 6.4640 -5.6923
C 1.0623 6.6541 -5.3851
C 1.7972 5.6467 -4.7606
C 1.2300 4.4089 -4.4268
C -0.1346 4.2509 -4.7398
C -0.8742 5.2497 -5.3570
Si 2.0740 2.9772 -3.4764
C 3.9206 3.0162 -3.9996
C 4.5490 1.8625 -4.5218
C 5.9185 1.7799 -4.7461
C 6.7427 2.8703 -4.4788
C 6.1609 4.0273 -3.9737
C 4.7912 4.0909 -3.7310
H -0.8513 7.2449 -6.1801
H 1.5467 7.5940 -5.6323
H 2.8430 5.8383 -4.5385
H -0.6356 3.3244 -4.4656
H -1.9242 5.0771 -5.5678
H 1.5941 1.7987 -4.3221
H 3.9250 1.0065 -4.7696
H 6.3461 0.8646 -5.1451
H 7.8102 2.8169 -4.6577
H 6.7823 4.8899 -3.7507
H 4.3925 4.9981 -3.2844

The calculation puts the orbital gap at 4.2 eV. The energy relative to the best compared isomer or geometry (same formula, charge and spin) comes out at 108.8 kJ/mol. The calculation puts the LUMO energy at 3.33 eV. Its total charge is -2.

Mulliken atomic charge list, values in e, 2 entries: K 2.115; C -1.193

---

[3]
# C16H26CuF6N5O7S2

A structure of composition C16H26CuF6N5O7S2 (ωB97M-V/def2-TZVPD, the Open Molecules 2025 dataset).

Cartesian coordinates (Å):
Cu -0.6960 0.2583 -0.3338
C -3.4956 -0.9407 -1.7946
F -4.7319 -1.2744 -1.7689
F -3.0544 -0.6124 -0.5170
F -2.6553 -1.9788 -2.1535
S -3.0554 0.6524 -2.9130
O -3.5019 0.2905 -4.2037
O -3.8120 1.7356 -2.3274
N -1.3188 0.8856 -2.6537
S -0.9083 1.3144 -4.0942
O -0.8110 0.2813 -5.1175
O -1.5355 2.5253 -4.6426
C 0.9139 1.8157 -3.6448
F 1.6171 1.9764 -4.7205
F 0.8508 2.9903 -2.9745
F 1.4999 0.8692 -2.8940
C -0.2743 -1.6307 3.7060
C -0.7355 -2.0194 2.3460
O -1.1329 -1.1822 1.5923
N -0.6262 -3.2963 2.0402
C -0.1127 -4.3978 2.9061
H 0.7916 -1.8509 3.6464
H -0.7591 -2.1766 4.5153
H -0.5515 -0.5895 3.8709
H -0.8503 -3.3617 1.0576
H -0.8735 -4.8463 3.5450
H 0.7962 -4.0536 3.3997
H 0.1756 -5.1615 2.1838
C 3.1294 1.1756 0.0263
C 2.2380 1.1562 1.2491
O 1.1341 0.6994 1.1978
N 2.8991 1.3330 2.3887
C 2.2092 1.3409 3.7097
H 3.4353 2.1797 -0.2674
H 2.4124 0.9042 -0.7485
H 3.9942 0.5120 0.0274
H 3.8345 1.7036 2.3015
H 2.2548 0.3038 4.0421
H 1.1955 1.6617 3.4697
H 2.6475 2.1029 4.3542
C -1.5344 3.8819 1.8283
C -1.6151 2.9286 0.6409
O -2.0333 1.7509 0.8066
N -1.4086 3.2931 -0.6411
C -1.0127 4.7079 -1.0325
H -1.2231 4.8348 1.4004
H -0.7259 3.4966 2.4495
H -2.5269 3.8217 2.2749
H -1.4312 2.5504 -1.3253
H 0.0727 4.8079 -1.0431
H -1.3753 5.5427 -0.4326
H -1.2884 4.9219 -2.0651
N 0.8571 -1.8482 -1.1440
C 0.2855 -2.7443 -1.9690
C 0.5748 -4.1251 -1.9907
C 1.4754 -4.6563 -1.0764
C 2.0465 -3.7135 -0.2658
C 1.8631 -2.3344 -0.4032
H -0.4695 -2.4799 -2.6946
H 0.1184 -4.6776 -2.7986
H 1.7476 -5.6978 -0.9887
H 2.7479 -4.0179 0.4970
H 2.3187 -1.5382 0.1668

The calculation puts the orbital gap at 8.6 eV. The energy relative to the best compared isomer or geometry (same formula, charge and spin) comes out at 77.0 kJ/mol. The calculation puts the LUMO energy at 0.10 eV.

natural (NBO) atomic charge list, values in e, 2 entries: Cu 0.883; C 0.789

---

[4]
# C5H7N

An isolated molecule of C5H7N (ωB97M-V/def2-TZVPD, the Open Molecules 2025 dataset).

Cartesian coordinates (Å):
C -1.8335 0.3005 0.1138
N -0.4327 -0.0020 -0.0894
C 0.2460 -1.0921 0.3190
C 1.5942 -0.7822 0.3222
C 1.7317 0.5425 -0.1516
C 0.4560 1.0054 -0.4336
H -2.0122 0.4691 1.1817
H -2.4718 -0.5102 -0.2393
H -2.0860 1.2289 -0.4105
H -0.2775 -2.0187 0.4928
H 2.3935 -1.4615 0.5688
H 2.6642 1.0833 -0.2766
H 0.0280 1.2369 -1.3972

The calculation puts the orbital gap at 9.2 eV. The structure (SMILES) is Cn1cccc1. The energy relative to the best compared isomer or geometry (same formula, charge and spin) comes out at 146.1 kJ/mol. The calculation puts the LUMO energy at 1.04 eV.

natural (NBO) atomic charge list, values in e, 2 entries: C -0.398; N -0.323

---

[5]
# C51H47N6O2P2PdSSe

A structure of composition C51H47N6O2P2PdSSe (ωB97M-V/def2-TZVPD, the Open Molecules 2025 dataset).

Cartesian coordinates (Å):
Pd -0.0713 0.1404 -0.2353
O 2.4562 -6.3731 0.8627
C 1.0716 -6.2248 0.6625
C 0.7578 -4.7572 0.6117
C -0.5560 -4.3030 0.6408
C -0.7942 -2.9518 0.5295
N 0.1805 -2.0372 0.4178
C 1.4559 -2.4691 0.3887
C 1.7706 -3.8147 0.4813
C 2.5190 -1.4465 0.1911
C 3.8326 -1.6990 0.5517
C 4.8111 -0.7420 0.3076
C 6.2477 -0.9871 0.6700
O 6.3388 -2.2239 1.3362
C 4.4173 0.4459 -0.2948
C 3.0871 0.6360 -0.6062
N 2.1432 -0.2830 -0.3708
H 2.6657 -7.2972 1.0355
H 0.4793 -6.6963 1.4526
H 0.7500 -6.6636 -0.2908
H -1.3884 -4.9920 0.7228
H -1.8122 -2.5854 0.5096
H 2.7943 -4.1555 0.4269
H 4.1175 -2.6237 1.0327
H 6.5974 -0.1607 1.2981
H 6.8400 -0.9702 -0.2508
H 7.2636 -2.4739 1.4309
H 5.1335 1.2287 -0.5147
H 2.7598 1.5530 -1.0736
C 0.5298 5.0994 -1.7982
N -0.7081 4.4874 -1.3059
C -1.9780 4.9697 -1.5893
C -2.8567 4.1537 -0.9915
N -2.1137 3.1747 -0.3391
C -0.7945 3.3972 -0.5344
S 0.5354 2.5272 0.1175
C -2.6884 2.2008 0.5195
C -3.7309 2.5991 1.3417
C -4.3335 1.6574 2.1539
C -3.8676 0.3517 2.1190
C -2.8138 0.0577 1.2790
N -2.2163 0.9577 0.4768
H 0.4130 6.1791 -1.7840
H 0.7285 4.7651 -2.8157
H 1.3525 4.8162 -1.1508
H -2.1367 5.8386 -2.2053
H -3.9327 4.1500 -1.0003
H -4.0550 3.6314 1.3454
H -5.1484 1.9419 2.8065
H -4.3135 -0.4241 2.7270
H -2.4259 -0.9490 1.2281
C -2.6123 -0.3704 -2.7890
P -0.8669 -0.6426 -2.4050
C -0.6264 -2.4270 -2.6459
C -1.6952 -3.3245 -2.6077
C -1.4845 -4.6731 -2.8599
C -0.2032 -5.1393 -3.1262
C 0.8722 -4.2580 -3.1257
C 0.6636 -2.9085 -2.8858
C 0.1563 0.1103 -3.6989
C 0.9673 1.2098 -3.4260
C 1.7592 1.7628 -4.4238
C 1.7285 1.2297 -5.7033
C 0.9009 0.1501 -5.9890
C 0.1219 -0.4141 -4.9938
P -3.0897 1.3953 -3.0796
C -2.6134 1.6220 -4.8312
C -3.2408 0.9211 -5.8646
C -2.9014 1.1650 -7.1861
C -1.9328 2.1173 -7.4898
C -1.3023 2.8154 -6.4719
C -1.6446 2.5680 -5.1466
C -4.9013 1.2031 -3.2521
C -5.5814 2.3242 -3.7295
C -6.9502 2.2852 -3.9368
C -7.6641 1.1259 -3.6595
C -7.0035 0.0140 -3.1676
C -5.6268 0.0524 -2.9603
H -3.1741 -0.6900 -1.9048
H -2.8830 -1.0174 -3.6277
H -2.7021 -2.9829 -2.3975
H -2.3246 -5.3557 -2.8649
H -0.0428 -6.1873 -3.3451
H 1.8719 -4.6207 -3.3308
H 1.5028 -2.2213 -2.9136
H 0.9732 1.6390 -2.4352
H 2.4003 2.6092 -4.2057
H 2.3449 1.6574 -6.4837
H 0.8656 -0.2554 -6.9922
H -0.5096 -1.2645 -5.2249
H -4.0238 0.2051 -5.6381
H -3.4016 0.6271 -7.9814
H -1.6814 2.3223 -8.5227
H -0.5553 3.5632 -6.7109
H -1.1658 3.1257 -4.3477
H -5.0320 3.2328 -3.9570
H -7.4628 3.1592 -4.3181
H -8.7336 1.0947 -3.8201
H -7.5553 -0.8924 -2.9534
H -5.1402 -0.8328 -2.5698
Se 0.5207 0.2353 2.7886
C 0.2349 -0.6949 4.3488
C 0.3019 -2.0991 4.3078
C 0.1771 -2.7597 5.5164
N -0.0108 -2.1261 6.6803
C -0.0716 -0.7894 6.6984
C 0.0405 -0.0108 5.5593
H 0.4476 -2.6436 3.3822
H 0.2269 -3.8407 5.5582
H -0.2178 -0.3263 7.6663
H -0.0169 1.0686 5.6130

The calculation puts the orbital gap (alpha / beta) at 7.1 / 3.0 eV. The calculation puts the LUMO energy (alpha / beta) at -7.26 / -11.35 eV. Its total charge is +3. Its spin multiplicity is 5.

Mulliken atomic charge list, values in e, 2 entries: Pd 1.215; O -0.517

---

Energy / Ha: -272.3902, -7029.3874, -4461.7184, -249.4176, -6059.9875